{
  "formula": "C5H5BrO2",
  "method": "wB97M-V/def2-TZVPD",
  "molar_mass_g_mol": 177.0,
  "relative_energy_kj_mol": 89.86,
  "smiles": "O=Cc1ccco1.Br",
  "spin_multiplicity": 1,
  "homo_ev": -9.447,
  "species": ["C", "C", "C", "C", "C", "O", "O", "Br", "H", "H", "H", "H", "H"],
  "xyz": [[1.543, -1.367, 0.200], [0.154, -0.853, 0.249], [2.375, -0.255, -0.054], [0.272, 0.519, 0.059], [-0.490, 1.749, 0.130], [1.611, 0.834, -0.032], [-1.657, 1.867, -0.122], [-4.641, -1.016, -0.229], [1.710, -2.379, 0.375], [-0.816, -1.306, 0.349], [3.418, -0.269, -0.345], [0.119, 2.674, 0.389], [-3.598, -0.197, -0.968]],
  "forces_ev_per_a": [[-1.74, 3.02, -0.46], [1.74, 1.80, -0.58], [-2.38, -3.04, 0.80], [1.72, -1.48, 0.86], [0.10, 1.16, -0.12], [0.66, 0.87, -0.87], [-0.78, -0.26, 0.04], [1.41, 1.06, -0.99], [0.89, -1.34, -0.07], [0.16, -0.53, 0.18], [-0.19, 0.66, 0.35], [-0.26, -0.92, -0.16], [-1.34, -0.99, 1.03]],
  "nbo_charge": [-0.309, -0.230, 0.130, 0.116, 0.384, -0.394, -0.517, -0.238, 0.229, 0.245, 0.219, 0.130, 0.236]
}

{
  "formula": "C5H5Cl",
  "method": "wB97M-V/def2-TZVPD",
  "molar_mass_g_mol": 100.5,
  "relative_energy_kj_mol": 310.37,
  "smiles": "C#C[C@@H](Cl)C=C",
  "spin_multiplicity": 1,
  "homo_ev": -10.073,
  "species": ["C", "C", "C", "C", "C", "Cl", "H", "H", "H", "H", "H"],
  "xyz": [[-1.062, 2.356, -0.069], [-0.866, 1.194, 0.132], [1.631, -1.009, 0.027], [0.380, -0.863, -0.442], [-0.653, -0.470, 0.439], [-2.389, -1.101, -0.036], [-1.102, 3.279, -0.503], [2.546, -1.266, -0.444], [1.799, -0.494, 0.986], [0.108, -0.955, -1.531], [-0.393, -0.671, 1.441]],
  "forces_ev_per_a": [[0.40, -1.56, 0.04], [0.35, -4.13, 1.62], [-1.25, 1.62, 0.87], [2.46, -1.66, -3.00], [-3.71, 5.27, -1.43], [1.89, 0.09, 0.72], [-0.27, 1.96, -0.46], [0.25, -0.27, -1.01], [-0.05, -0.99, 0.16], [0.38, -0.32, 1.27], [-0.45, -0.01, 1.21]],
  "nbo_charge": [-0.253, -0.027, -0.354, -0.233, -0.159, -0.072, 0.226, 0.214, 0.186, 0.234, 0.238]
}

{
  "formula": "C5H5Cl2FeLuNO5",
  "method": "wB97M-V/def2-TZVPD",
  "molar_mass_g_mol": 460.8,
  "relative_energy_kj_mol": 0.00,
  "charge": 4,
  "spin_multiplicity": 6,
  "homo_ev": [-22.464, -22.327],
  "species": ["Lu", "Fe", "Cl", "Cl", "C", "C", "C", "O", "O", "O", "N", "C", "C", "O", "O", "H", "H", "H", "H", "H"],
  "xyz": [[0.019, -6.105, -1.859], [-1.131, 1.061, -0.395], [2.301, -5.489, -2.130], [-2.700, 0.366, 0.975], [-2.352, 2.408, -1.231], [0.444, -8.184, -2.777], [-2.158, -7.310, -2.013], [-3.004, 3.285, -1.570], [0.770, -9.198, -3.246], [-3.234, -7.750, -2.019], [1.459, 4.018, 2.629], [1.509, 3.848, 1.148], [0.245, 3.116, 0.780], [-0.809, 3.580, 1.194], [0.405, 2.036, 0.034], [0.604, 4.508, 2.912], [2.280, 4.549, 2.929], [1.506, 3.102, 3.093], [1.445, 4.851, 0.700], [2.402, 3.308, 0.848]],
  "forces_ev_per_a": [[2.01, 1.29, 0.26], [-0.01, -0.51, 2.15], [-1.76, -0.47, 0.17], [1.42, 0.34, -1.05], [-3.45, 4.71, -2.20], [2.62, -6.85, -3.22], [-6.72, -2.39, 0.08], [2.42, -3.43, 1.29], [-1.90, 5.58, 2.60], [5.77, 2.20, -0.03], [0.58, -0.23, 0.01], [-0.09, 0.20, -0.29], [-0.82, 1.43, 0.78], [0.73, -1.51, -0.94], [-1.15, -0.74, -0.29], [-0.03, 0.02, 0.09], [0.01, 0.23, 0.28], [-0.09, 0.31, 0.18], [0.29, -0.37, 0.02], [0.16, 0.19, 0.12]],
  "nbo_charge": [2.169, 1.669, -0.457, -0.234, 0.391, 0.332, 0.330, -0.212, -0.173, -0.200, -0.658, -0.338, 0.745, -0.549, -0.771, 0.476, 0.473, 0.450, 0.291, 0.266]
}